1.
{
  "formula": "C31H33FN3",
  "method": "ωB97M-V/def2-TZVPD",
  "symbols": ["C", "N", "C", "C", "C", "C", "C", "C", "C", "C", "H", "H", "H", "H", "H", "H", "H", "H", "H", "H", "H", "H", "F", "C", "C", "C", "C", "C", "C", "C", "C", "C", "C", "C", "C", "C", "C", "C", "C", "C", "N", "C", "C", "C", "N", "C", "C", "H", "H", "H", "H", "H", "H", "H", "H", "H", "H", "H", "H", "H", "H", "H", "H", "H", "H", "H", "H", "H"],
  "xyz": [[3.33, 2.26, 0.77], [2.07, 3.01, 0.65], [2.13, 4.28, -0.07], [1.00, 2.60, 1.31], [-0.30, 3.27, 1.19], [-0.83, 3.72, -0.05], [-1.91, 4.60, -0.07], [-2.47, 5.05, 1.13], [-2.09, 4.45, 2.34], [-1.07, 3.50, 2.36], [4.06, 2.72, 0.11], [3.70, 2.26, 1.81], [3.17, 1.21, 0.48], [3.18, 4.52, -0.24], [1.62, 4.21, -1.04], [1.66, 5.09, 0.52], [1.18, 1.85, 2.09], [-0.39, 3.38, -1.00], [-2.33, 4.91, -1.03], [-3.26, 5.81, 1.12], [-2.61, 4.70, 3.26], [-0.79, 2.97, 3.27], [0.44, 0.34, -2.08], [-0.06, -0.81, -1.40], [-1.31, -1.31, -2.13], [-1.74, -0.75, -3.33], [-2.92, -1.19, -3.93], [-3.66, -2.23, -3.35], [-3.26, -2.76, -2.12], [-2.12, -2.26, -1.49], [1.08, -1.84, -1.37], [0.95, -3.10, -1.97], [2.04, -3.98, -2.01], [3.26, -3.63, -1.43], [3.36, -2.40, -0.77], [2.31, -1.48, -0.82], [-0.51, -0.26, 0.00], [-1.87, 0.48, -0.04], [-2.58, 0.14, 1.26], [-1.80, -1.01, 1.89], [-0.70, -1.32, 0.98], [0.41, -2.01, 1.53], [1.40, -1.30, 2.22], [2.60, -1.96, 2.52], [2.76, -3.25, 2.26], [1.78, -3.98, 1.76], [0.56, -3.40, 1.37], [-1.15, 0.04, -3.80], [-3.25, -0.72, -4.85], [-4.55, -2.61, -3.85], [-3.82, -3.56, -1.63], [-1.86, -2.58, -0.48], [0.00, -3.41, -2.40], [1.92, -4.95, -2.49], [4.12, -4.30, -1.46], [4.26, -2.15, -0.21], [2.43, -0.48, -0.41], [0.26, 0.47, 0.34], [-1.70, 1.56, -0.16], [-2.49, 0.16, -0.88], [-2.59, 0.99, 1.95], [-3.62, -0.15, 1.08], [-1.44, -0.75, 2.89], [-2.43, -1.91, 1.98], [1.26, -0.26, 2.49], [3.45, -1.43, 2.96], [1.95, -5.05, 1.63], [-0.19, -3.99, 0.86]],
  "lowdin_charge": [0.014, -0.121, 0.008, 0.035, -0.210, -0.054, -0.042, -0.029, -0.047, -0.013, 0.102, 0.118, 0.083, 0.100, 0.102, 0.121, 0.142, 0.128, 0.124, 0.122, 0.120, 0.126, -0.004, -0.268, -0.192, -0.022, -0.068, -0.076, -0.058, -0.053, -0.136, -0.014, -0.060, -0.072, -0.078, -0.045, -0.187, -0.097, -0.131, -0.140, -0.083, -0.238, -0.016, -0.151, 0.060, -0.120, 0.024, 0.116, 0.107, 0.107, 0.110, 0.110, 0.117, 0.110, 0.113, 0.110, 0.087, 0.118, 0.083, 0.115, 0.096, 0.119, 0.119, 0.123, 0.088, 0.109, 0.117, 0.120],
  "fmax_ev_per_a": 2.1,
  "total_charge": 1,
  "orbital_gap_ev": 6.3077,
  "total_energy_ha": -1464.942614,
  "homo_energy_ev": -10.9
}



2.
{
  "formula": "C2H12NO2",
  "method": "ωB97M-V/def2-TZVPD",
  "symbols": ["C", "N", "C", "H", "H", "H", "H", "H", "H", "H", "H", "H", "H", "O", "H", "H", "O"],
  "xyz": [[-1.68, -0.32, 1.47], [-0.76, 0.85, 1.44], [0.31, 0.75, 0.35], [-1.29, -1.06, 0.83], [-2.71, -0.12, 1.02], [-1.85, -0.54, 2.59], [-1.29, 1.69, 1.20], [-0.28, 1.05, 2.33], [-0.13, 0.37, -0.54], [0.70, 1.67, 0.17], [0.96, -0.12, 0.76], [0.43, 0.03, -5.98], [1.75, 0.75, -5.92], [0.90, 0.66, -5.45], [1.94, -1.28, 2.27], [1.71, -2.57, 1.60], [1.28, -1.80, 1.86]],
  "lowdin_charge": [-0.016, -0.039, 0.031, 0.067, 0.131, 0.142, 0.172, 0.181, 0.099, 0.064, 0.105, 0.020, 0.042, -0.062, 0.032, 0.027, 0.003],
  "fmax_ev_per_a": 5.3,
  "total_charge": 1,
  "orbital_gap_ev": 10.2246,
  "total_energy_ha": -288.347800,
  "homo_energy_ev": -13.6,
  "de_lowest_kj_mol": 173.9
}



3.
{
  "formula": "C4H4ClIN2",
  "method": "ωB97M-V/def2-TZVPD",
  "symbols": ["C", "C", "C", "C", "N", "N", "Cl", "I", "H", "H", "H", "H"],
  "xyz": [[1.98, 0.16, -0.28], [0.81, 1.01, -0.29], [-0.26, -0.09, 0.14], [-1.72, 0.18, 0.07], [1.79, -1.06, 0.12], [0.49, -1.20, 0.37], [0.53, 2.71, -0.49], [-0.24, -3.05, 0.75], [2.91, 0.46, -0.60], [-2.02, 0.77, 0.99], [-1.91, 0.71, -0.84], [-2.36, -0.61, 0.04]],
  "lowdin_charge": [-0.202, -0.573, -0.309, -0.072, -0.047, -0.619, 0.620, 0.914, 0.079, 0.118, 0.073, 0.018],
  "smiles": "Cc1c(Cl)cnn1I",
  "fmax_ev_per_a": 6.2,
  "total_charge": 0,
  "orbital_gap_ev": 7.7374,
  "total_energy_ha": -1022.133478,
  "homo_energy_ev": -8.5,
  "de_lowest_kj_mol": 93.6
}



4.
{
  "formula": "C11H18F2HgN3O3Si",
  "method": "ωB97M-V/def2-TZVPD",
  "symbols": ["Hg", "C", "Si", "C", "C", "O", "H", "H", "H", "H", "H", "H", "H", "H", "H", "F", "C", "F", "H", "C", "C", "C", "O", "C", "H", "H", "H", "H", "H", "H", "H", "H", "O", "N", "C", "C", "N", "C", "N"],
  "xyz": [[-0.23, 1.10, 1.84], [5.05, 0.87, 1.08], [3.51, 1.17, -0.03], [3.41, -0.40, -1.11], [4.12, 2.54, -1.23], [2.20, 1.58, 0.72], [5.92, 0.55, 0.50], [4.85, 0.10, 1.84], [5.34, 1.78, 1.62], [4.21, -0.47, -1.86], [2.46, -0.42, -1.64], [3.45, -1.30, -0.49], [5.05, 2.27, -1.75], [4.31, 3.47, -0.67], [3.36, 2.76, -1.98], [-1.57, 4.62, 1.68], [-0.92, 3.69, 0.92], [-1.58, 3.62, -0.26], [0.11, 4.02, 0.75], [-3.83, -1.31, 0.00], [-4.09, -0.26, -1.09], [-3.52, 0.99, -0.41], [-3.98, 0.89, 0.93], [-3.89, -0.49, 1.30], [-2.84, -1.75, -0.10], [-4.57, -2.11, -0.01], [-5.16, -0.12, -1.25], [-3.61, -0.49, -2.03], [-3.88, 1.93, -0.82], [-2.42, 0.97, -0.45], [-4.77, -0.71, 1.91], [-2.99, -0.66, 1.90], [-0.70, -2.12, 1.24], [0.14, -2.88, 0.75], [-0.31, -3.94, 0.08], [-1.68, -4.31, -0.11], [-2.78, -4.64, -0.27], [0.59, -4.87, -0.50], [1.24, -5.69, -1.00]],
  "lowdin_charge": [0.649, -0.213, 0.128, -0.200, -0.216, -0.586, 0.002, 0.005, 0.000, 0.002, 0.011, 0.011, -0.001, 0.000, 0.003, -0.055, -0.363, -0.048, 0.070, -0.169, -0.170, -0.246, -0.178, -0.208, 0.073, 0.096, 0.101, 0.105, 0.112, 0.088, 0.106, 0.076, -0.227, -0.092, -0.365, -0.242, 0.111, -0.255, 0.082],
  "multiplicity": 2,
  "fmax_ev_per_a": 1.0,
  "total_charge": -2,
  "orbital_gap_ev": [6.8690, 7.1218],
  "total_energy_ha": -1462.531071,
  "homo_energy_ev": [-1.6, -2.2],
  "s2": 0.7669,
  "de_lowest_kj_mol": 0.0
}



5.
{
  "formula": "C5H9NO2",
  "method": "ωB97M-V/def2-TZVPD",
  "symbols": ["C", "C", "C", "C", "C", "H", "H", "H", "H", "H", "H", "H", "H", "H", "N", "O", "O"],
  "xyz": [[1.01, -0.42, 0.39], [-0.08, -1.23, -0.37], [-1.35, -0.57, -0.01], [-1.05, 0.73, 0.54], [0.50, 1.01, 0.58], [2.88, -1.01, -0.10], [1.37, -0.97, 1.28], [0.03, -2.29, -0.01], [0.04, -1.03, -1.49], [-2.20, -1.12, 0.31], [-2.52, 0.62, -0.92], [-1.64, 0.92, 1.40], [0.79, 1.58, 1.50], [0.70, 1.50, -1.47], [-1.51, 0.62, -0.74], [2.15, -0.20, -0.40], [0.88, 1.86, -0.47]],
  "lowdin_charge": [-0.360, -0.087, -0.327, -0.254, -0.271, 0.208, 0.150, 0.128, 0.147, 0.140, 0.137, 0.138, 0.167, 0.185, 0.080, -0.109, -0.074],
  "smiles": "O[C@H]1[C@H]2N[C@H]2C[C@H]1O",
  "fmax_ev_per_a": 6.6,
  "total_charge": 0,
  "orbital_gap_ev": 10.1934,
  "total_energy_ha": -401.029181,
  "homo_energy_ev": -9.5,
  "de_lowest_kj_mol": 387.5
}



6.
{
  "formula": "C5H13NO2",
  "method": "ωB97M-V/def2-TZVPD",
  "symbols": ["C", "C", "O", "C", "N", "C", "C", "O", "H", "H", "H", "H", "H", "H", "H", "H", "H", "H", "H", "H", "H"],
  "xyz": [[1.60, -1.73, 0.73], [1.67, -0.34, 1.63], [2.29, 0.78, 0.82], [0.79, -1.47, -0.61], [0.08, -0.22, -0.78], [-1.30, -0.08, -0.47], [-1.82, 1.37, -0.35], [-3.20, 1.43, -0.86], [1.09, -2.42, 1.19], [2.61, -2.04, 0.40], [0.63, -0.13, 1.77], [2.22, -0.15, 2.55], [1.58, 1.50, 0.92], [0.33, -2.43, -0.97], [1.60, -1.61, -1.40], [0.56, 0.60, -1.23], [-1.59, -0.67, 0.44], [-1.97, -0.43, -1.31], [-1.19, 1.97, -0.98], [-1.80, 1.65, 0.65], [-2.95, 1.53, -1.88]],
  "lowdin_charge": [-0.108, -0.154, -0.160, -0.229, -0.107, -0.239, -0.228, -0.124, 0.020, 0.109, 0.072, 0.103, 0.101, 0.115, 0.116, 0.141, 0.130, 0.114, 0.101, 0.085, 0.142],
  "smiles": "OCCCNCCO",
  "fmax_ev_per_a": 6.9,
  "total_charge": 0,
  "orbital_gap_ev": 9.0719,
  "total_energy_ha": -403.421718,
  "homo_energy_ev": -8.3,
  "de_lowest_kj_mol": 406.7
}



7.
{
  "formula": "C32H39CoF5N6OPSe2",
  "method": "ωB97M-V/def2-TZVPD",
  "symbols": ["Co", "F", "C", "C", "F", "C", "F", "C", "O", "C", "F", "C", "F", "C", "C", "C", "C", "P", "N", "C", "C", "C", "C", "C", "C", "C", "C", "H", "H", "H", "H", "H", "H", "H", "H", "H", "H", "H", "H", "H", "H", "H", "H", "H", "H", "H", "H", "H", "H", "H", "H", "H", "H", "H", "N", "C", "C", "C", "N", "H", "H", "H", "H", "Se", "N", "C", "C", "C", "C", "C", "C", "N", "H", "H", "H", "H", "Se", "C", "C", "C", "N", "C", "C", "H", "H", "H", "H"],
  "xyz": [[0.53, 0.51, 1.27], [6.03, 3.97, 3.74], [4.80, 3.49, 3.48], [4.11, 2.77, 4.42], [4.68, 2.53, 5.61], [2.85, 2.27, 4.15], [2.23, 1.56, 5.10], [2.21, 2.48, 2.93], [1.02, 2.00, 2.65], [2.94, 3.23, 2.00], [2.38, 3.48, 0.80], [4.21, 3.73, 2.26], [4.85, 4.44, 1.32], [-0.71, -2.75, -1.95], [0.17, -1.67, -2.59], [1.59, -1.92, -2.05], [0.17, -1.88, -4.11], [-0.41, 0.02, -1.93], [0.00, 0.24, -0.48], [0.35, 1.36, -3.05], [0.24, 2.71, -2.31], [-0.22, 1.49, -4.46], [1.85, 1.06, -3.14], [-2.32, 0.09, -2.14], [-2.94, -0.62, -0.93], [-2.92, -0.46, -3.43], [-2.74, 1.57, -2.00], [-0.25, -3.73, -2.12], [-1.72, -2.78, -2.36], [-0.77, -2.60, -0.87], [1.77, -3.00, -2.01], [1.72, -1.51, -1.05], [2.36, -1.49, -2.69], [0.46, -2.92, -4.32], [0.90, -1.24, -4.61], [-0.81, -1.71, -4.57], [-0.74, 3.17, -2.41], [0.98, 3.40, -2.74], [0.46, 2.58, -1.25], [-1.25, 1.84, -4.48], [-0.17, 0.56, -5.03], [0.38, 2.23, -5.01], [2.28, 0.85, -2.16], [2.36, 1.94, -3.56], [2.07, 0.22, -3.80], [-2.91, -1.71, -1.01], [-3.99, -0.32, -0.83], [-2.40, -0.34, -0.01], [-2.82, -1.54, -3.52], [-2.50, 0.00, -4.32], [-4.00, -0.24, -3.44], [-2.27, 2.03, -1.14], [-3.83, 1.61, -1.86], [-2.51, 2.15, -2.89], [-1.00, 3.44, 1.29], [-1.95, 4.39, 1.14], [-3.17, 3.75, 1.22], [-2.83, 2.39, 1.42], [-1.52, 2.22, 1.45], [0.00, 3.53, 1.33], [-1.69, 5.43, 1.00], [-4.15, 4.19, 1.15], [-3.48, 1.54, 1.51], [-0.65, 0.59, 4.39], [-0.54, -0.35, 2.89], [-1.42, -1.33, 2.96], [-1.61, -2.32, 1.95], [-2.54, -3.28, 2.15], [-3.34, -3.32, 3.35], [-3.18, -2.40, 4.34], [-2.20, -1.37, 4.17], [-1.93, -0.42, 5.05], [-1.00, -2.28, 1.05], [-2.69, -4.04, 1.39], [-4.07, -4.11, 3.47], [-3.77, -2.43, 5.25], [2.95, -0.33, 1.43], [2.86, -2.22, 1.39], [1.90, -2.94, 2.11], [1.87, -4.33, 2.02], [2.72, -5.06, 1.30], [3.65, -4.37, 0.64], [3.76, -2.99, 0.65], [1.19, -2.42, 2.74], [1.12, -4.88, 2.58], [4.35, -4.96, 0.05], [4.53, -2.49, 0.06]],
  "lowdin_charge": [0.402, 0.095, -0.156, -0.149, 0.105, -0.163, 0.052, -0.366, -0.292, -0.162, 0.073, -0.151, 0.105, -0.096, -0.583, -0.100, -0.087, 0.818, -0.314, -0.590, -0.103, -0.087, -0.097, -0.583, -0.109, -0.088, -0.103, 0.085, 0.055, 0.052, 0.082, 0.030, 0.066, 0.086, 0.056, 0.059, 0.058, 0.080, 0.050, 0.055, 0.056, 0.084, 0.081, 0.081, 0.054, 0.058, 0.082, 0.045, 0.057, 0.060, 0.083, 0.053, 0.084, 0.057, 0.000, -0.107, -0.083, -0.177, 0.013, 0.124, 0.110, 0.084, 0.105, 1.245, -0.254, -0.363, -0.033, -0.066, -0.084, -0.034, -0.389, -0.234, 0.083, 0.105, 0.097, 0.108, 0.686, -0.686, -0.132, -0.177, 0.024, -0.184, -0.147, 0.072, 0.093, 0.091, 0.089],
  "multiplicity": 4,
  "fmax_ev_per_a": 0.7,
  "total_charge": -1,
  "orbital_gap_ev": [5.6127, 5.7331],
  "total_energy_ha": -8672.930342,
  "homo_energy_ev": [-4.2, -4.3],
  "s2": 3.7607,
  "de_lowest_kj_mol": 0.0
}



Copy entry 4 word for word.
{
  "formula": "C11H18F2HgN3O3Si",
  "method": "ωB97M-V/def2-TZVPD",
  "symbols": ["Hg", "C", "Si", "C", "C", "O", "H", "H", "H", "H", "H", "H", "H", "H", "H", "F", "C", "F", "H", "C", "C", "C", "O", "C", "H", "H", "H", "H", "H", "H", "H", "H", "O", "N", "C", "C", "N", "C", "N"],
  "xyz": [[-0.23, 1.10, 1.84], [5.05, 0.87, 1.08], [3.51, 1.17, -0.03], [3.41, -0.40, -1.11], [4.12, 2.54, -1.23], [2.20, 1.58, 0.72], [5.92, 0.55, 0.50], [4.85, 0.10, 1.84], [5.34, 1.78, 1.62], [4.21, -0.47, -1.86], [2.46, -0.42, -1.64], [3.45, -1.30, -0.49], [5.05, 2.27, -1.75], [4.31, 3.47, -0.67], [3.36, 2.76, -1.98], [-1.57, 4.62, 1.68], [-0.92, 3.69, 0.92], [-1.58, 3.62, -0.26], [0.11, 4.02, 0.75], [-3.83, -1.31, 0.00], [-4.09, -0.26, -1.09], [-3.52, 0.99, -0.41], [-3.98, 0.89, 0.93], [-3.89, -0.49, 1.30], [-2.84, -1.75, -0.10], [-4.57, -2.11, -0.01], [-5.16, -0.12, -1.25], [-3.61, -0.49, -2.03], [-3.88, 1.93, -0.82], [-2.42, 0.97, -0.45], [-4.77, -0.71, 1.91], [-2.99, -0.66, 1.90], [-0.70, -2.12, 1.24], [0.14, -2.88, 0.75], [-0.31, -3.94, 0.08], [-1.68, -4.31, -0.11], [-2.78, -4.64, -0.27], [0.59, -4.87, -0.50], [1.24, -5.69, -1.00]],
  "lowdin_charge": [0.649, -0.213, 0.128, -0.200, -0.216, -0.586, 0.002, 0.005, 0.000, 0.002, 0.011, 0.011, -0.001, 0.000, 0.003, -0.055, -0.363, -0.048, 0.070, -0.169, -0.170, -0.246, -0.178, -0.208, 0.073, 0.096, 0.101, 0.105, 0.112, 0.088, 0.106, 0.076, -0.227, -0.092, -0.365, -0.242, 0.111, -0.255, 0.082],
  "multiplicity": 2,
  "fmax_ev_per_a": 1.0,
  "total_charge": -2,
  "orbital_gap_ev": [6.8690, 7.1218],
  "total_energy_ha": -1462.531071,
  "homo_energy_ev": [-1.6, -2.2],
  "s2": 0.7669,
  "de_lowest_kj_mol": 0.0
}